Run 1
Entry from OMol25: a 2-piece molecular cluster, C5H9FN3 overall (ωB97M-V/def2-TZVPD).

Last column: Mulliken charge in e.
Atoms and positions in Å:
C: -1.85434 0.86403 0.11446  -0.2486
C: -1.83377 -0.41564 0.47251  -0.2023
C: 0.35177 0.92995 -0.58846  0.5166
C: -0.75634 1.78239 0.02523  -0.3598
C: 1.55651 -1.27822 -0.17942  -0.9557
N: 1.13908 1.34509 -1.50527  -0.5262
N: 0.51950 -0.29742 0.08417  0.3133
N: -0.60816 -0.93999 0.73118  -0.2154
F: -0.25356 -0.79191 2.53936  -0.3928
H: -2.86874 1.30057 0.03803  0.3452
H: -2.77954 -0.94168 0.63175  0.4502
H: -0.78918 2.82049 -0.53634  0.3049
H: -0.34320 1.99266 1.02875  0.2733
H: 1.19805 -2.01963 -0.95707  0.3592
H: 2.55128 -0.76806 -0.54533  0.3638
H: 1.81429 -1.86346 0.74029  0.3143
H: 1.97102 1.09817 -1.97136  0.2451
H: -0.40909 -1.90394 1.14221  0.4152

Results
- total charge = +1
- HOMO-LUMO gap (alpha / beta) (eV) = 7.19 / 7.55
- spin multiplicity = 1
- HOMO energy (alpha / beta) (eV) = -14.42 / -14.43

***

Run 2
Entry from OMol25: an isolated ion of composition C5H9FN3 and charge +1 (ωB97M-V/def2-TZVPD).

Last column: Mulliken charge in e.
Atoms and positions in Å:
C: -1.43601 -1.42286 -0.09779  -0.2782
C: -2.04075 -0.14069 0.05455  -0.0776
C: -0.21198 -1.69495 -0.57628  -0.2555
C: -1.57387 1.06527 -0.05790  0.2340
C: 1.00431 0.35616 0.10428  -0.0853
N: 0.95737 -0.93036 -0.51233  -0.3453
N: 2.17113 0.10707 1.11625  -0.4036
N: -1.32426 2.24938 -0.41771  -0.2328
F: 1.56332 1.32586 -0.78522  -0.3309
H: -2.22601 -2.32454 0.04624  0.2169
H: -3.09839 -0.21290 0.32962  0.3390
H: 0.08772 -2.64656 -0.77904  0.4050
H: 1.49024 -1.25381 -1.28563  0.2573
H: 2.89512 -0.07040 0.44524  0.3444
H: 2.33600 0.81145 1.87236  0.3219
H: -0.80447 2.82168 0.28094  0.3009
H: 1.92477 -0.81890 1.45976  0.3163
H: -1.71425 2.77910 -1.19734  0.2737

Results
- total charge = +1
- HOMO-LUMO gap (eV) = 8.46
- spin multiplicity = 1
- HOMO energy (eV) = -11.94

***

In terms of stability, run 2 leads; the second structure lies 0.0579 hartree higher.

***

Run 1
Entry from OMol25: C9H12N2OS as an isolated structure (ωB97M-V/def2-TZVPD).

Last column: Mulliken charge in e.
Atoms and positions in Å:
C: -3.29397 -1.47748 2.25842  -0.6917
C: -2.46019 -1.81967 0.78963  -0.4625
C: -1.67253 0.38637 0.00792  -0.0533
C: 0.80062 0.69833 -0.28598  -0.6417
C: 1.85473 0.99190 0.72422  -0.4411
C: 3.08507 0.47527 0.54420  -0.5136
C: 3.36649 -0.32158 -0.71639  0.9757
C: 2.38169 -0.41023 -1.81253  -0.7384
C: 1.20133 0.12459 -1.44441  0.3793
H: -4.62339 -1.66780 2.44143  0.2463
H: -2.78954 -2.35077 3.15591  0.2108
H: -2.91740 -0.10595 2.51123  0.2029
H: -3.28829 -1.83813 -0.01151  0.3097
H: -2.08863 -3.06680 1.07231  0.3017
H: -0.38714 -1.18025 -0.05806  0.3155
H: -0.70116 2.24508 -0.18449  0.2545
H: 1.79091 1.76019 1.49346  0.3637
H: 3.95428 0.60905 1.29971  0.2809
H: 4.43044 -0.76734 -2.27382  0.4061
H: 2.71552 -0.85160 -2.75735  0.2712
H: 0.15004 0.07362 -2.01537  0.1911
N: -1.38754 -0.92876 0.53050  -0.1492
N: -0.56787 1.25605 -0.28023  -0.1316
O: 4.56420 -0.79433 -0.89266  -0.6175
S: -3.16568 1.20745 0.02034  -0.2689

Results
- HOMO-LUMO gap (eV) = 7.29
- spin multiplicity = 1
- HOMO energy (eV) = -8.14

***

Run 2
Entry from OMol25: a single C9H12N2OS molecule (ωB97M-V/def2-TZVPD).

Last column: Mulliken charge in e.
Atoms and positions in Å:
C: 0.21668 2.55248 0.35781  -1.1623
C: 0.02143 1.39256 -0.27826  0.3510
N: -1.14750 0.95051 -0.89384  -0.5355
C: -1.24819 -0.30037 -0.84754  0.6437
C: -2.42544 -0.92085 -1.59134  -1.1198
C: -0.51430 -1.20041 0.12884  0.0026
C: -0.79196 -0.80358 1.63456  -1.2735
C: 0.96173 -0.85694 -0.05364  0.3313
O: 1.88615 -1.63251 -0.19677  -0.6051
N: 1.21167 0.51212 -0.23645  0.1624
C: 2.44531 1.19245 -0.58362  -0.0286
C: 3.78459 0.84737 -0.58220  -0.6072
S: 4.86496 -0.44052 0.00698  -0.2059
H: -0.47565 3.38519 0.55964  0.3133
H: 1.16730 2.57093 0.84858  0.3962
H: -2.29559 -0.83700 -2.75116  0.2671
H: -3.40611 -0.51552 -1.51130  0.3264
H: -2.41588 -1.97926 -1.29062  0.3077
H: -0.69486 -2.28195 0.06518  0.5318
H: -1.83552 -0.99337 1.83886  0.3749
H: -0.68002 0.23148 1.59241  0.3616
H: -0.15641 -1.37874 2.30062  0.3608
H: 2.25700 2.21289 -0.92949  0.3966
H: 4.39491 1.71180 -0.90808  0.2536
H: 4.12675 -1.51699 -0.11402  0.1571

Results
- structure (SMILES) = C=C1N=C(C)[C@H](C)C(=O)N1/C=C\S
- HOMO-LUMO gap (eV) = 8.14
- spin multiplicity = 1
- HOMO energy (eV) = -7.97

***

In terms of stability, run 2 leads; the second structure lies 0.2354 hartree higher.

***

Run 1
Entry from OMol25: an isolated ion of composition C4H5O3 and charge +1 (ωB97M-V/def2-TZVPD).

Last column: Mulliken charge in e.
Atoms and positions in Å:
C: -0.85700 -2.57471 -0.70242  0.7708
C: -0.23130 0.24576 0.68515  -0.2494
C: 0.68525 -0.79672 0.07903  -0.5806
C: -1.11431 0.35316 -1.45910  -0.3119
O: -1.75228 -2.92281 -1.26403  -0.0766
O: -1.11016 0.91742 -0.30715  -0.1418
O: -0.07220 -2.12616 0.06581  -0.1892
H: -0.71493 -0.15276 1.49432  0.3620
H: 0.51242 1.06575 1.13982  0.3162
H: 1.04908 -0.52045 -0.85108  0.4903
H: 1.53477 -1.07936 0.57653  0.4003
H: -1.94460 0.96074 -2.01058  0.2099

Results
- total charge = +1
- HOMO-LUMO gap (eV) = 9.01
- spin multiplicity = 1
- HOMO energy (eV) = -13.67

***

Run 2
Entry from OMol25: an isolated ion of composition C4H5O3 and charge +1 (ωB97M-V/def2-TZVPD).

Last column: Mulliken charge in e.
Atoms and positions in Å:
C: -2.20967 0.34092 0.06474  -0.1196
C: -1.76129 -0.93451 -0.03430  -0.1769
C: -0.11425 0.41044 -0.02557  0.8224
C: 2.24904 0.16000 0.05600  -0.6877
O: -1.16821 1.14670 0.08399  -0.1749
O: -0.39114 -0.87266 -0.06829  -0.1922
O: 1.12223 1.02038 -0.12896  -0.2367
H: -3.12505 0.86350 0.11405  0.4318
H: -2.11592 -1.97509 -0.09768  0.3705
H: 2.04211 -0.86610 -0.18999  0.3746
H: 2.52969 0.24027 1.07012  0.3183
H: 2.94245 0.46616 -0.84411  0.2703

Results
- total charge = +1
- HOMO-LUMO gap (eV) = 11.11
- spin multiplicity = 1
- HOMO energy (eV) = -15.42

***

In terms of stability, run 2 leads; the second structure lies 0.1196 hartree higher.

***

Run 1
Entry from OMol25: a single C10H14N2O molecule (ωB97M-V/def2-TZVPD).

Last column: Mulliken charge in e.
Atoms and positions in Å:
C: 0.52164 2.25707 0.71197  -1.1375
N: 0.85599 1.07763 -0.22972  -0.2406
C: 2.28693 0.79998 -0.36458  -0.8785
C: 2.40919 -0.68337 -0.04523  0.1872
O: 3.59576 -1.48129 -0.49282  -0.5586
C: 1.04786 -1.35321 -0.33042  -0.7157
C: 0.27908 -0.17450 0.31064  0.3035
C: -1.18429 -0.34634 0.03606  0.0872
C: -2.05182 -1.23774 0.74429  -0.4985
C: -3.40456 -1.20141 0.35817  -0.4631
C: -3.77258 -0.17962 -0.54543  -0.1358
N: -2.94352 0.65375 -1.16212  -0.6451
C: -1.62676 0.62004 -0.74749  -0.3080
H: 1.36729 2.24669 1.41541  0.4581
H: -0.47656 2.19042 1.11747  0.3520
H: 0.71002 3.20312 0.20352  0.3097
H: 2.44871 0.91297 -1.38189  0.3964
H: 3.03560 1.51492 0.11611  0.2492
H: 2.56657 -0.79050 1.06698  0.2185
H: 3.80685 -1.43268 -1.38610  0.3058
H: 0.67980 -1.37928 -1.36146  0.4024
H: 1.02308 -2.36465 0.18430  0.2605
H: 0.50395 -0.21953 1.39592  0.4139
H: -1.74616 -1.89701 1.67182  0.2736
H: -4.23521 -1.80444 0.61093  0.4289
H: -4.86190 -0.22689 -0.84188  0.2715
H: -0.83494 1.29589 -1.05445  0.6631

Results
- structure (SMILES) = CN1C[C@H](O)C[C@@H]1c1cccnc1
- HOMO-LUMO gap (eV) = 9.54
- spin multiplicity = 1
- HOMO energy (eV) = -8.75

***

Run 2
Entry from OMol25: C10H14N2O as an isolated structure (ωB97M-V/def2-TZVPD).

Last column: Mulliken charge in e.
Atoms and positions in Å:
N: -0.45751 1.99787 1.68526  -0.5715
C: -0.04207 1.72348 0.39314  0.2221
C: 0.08870 2.76149 -0.57374  -0.2173
C: 0.56272 2.73509 -1.77278  -0.5388
C: 0.82287 1.56505 -2.12945  -0.6243
C: 0.93245 0.52024 -1.27068  -0.1278
C: 0.47317 0.69685 0.08190  0.9560
N: 0.15765 -0.46196 0.75251  0.0908
C: 0.98155 -1.63524 0.57904  -0.9802
H: 1.15981 -2.12868 1.70408  0.3467
C: 0.46727 -2.75032 -0.37404  -0.4443
H: 0.24517 -2.32879 -1.40440  0.3074
O: -1.13057 -2.99646 0.38568  -0.3669
C: -1.65918 -1.91286 0.29790  -0.8447
C: -1.21139 -0.80397 1.22219  -0.7062
H: -0.91743 -1.17537 2.35570  0.3169
H: -1.75248 0.08712 1.47105  0.5736
H: -1.78926 -1.38595 -0.58651  0.4217
H: -2.73091 -2.30322 0.62465  0.3044
H: 1.03246 -3.67263 -0.16404  0.3637
H: 1.94218 -1.37178 0.18734  0.5276
H: 1.45766 -0.44531 -1.72874  0.1409
H: 1.57101 1.35846 -3.25596  0.0730
H: 0.87458 3.66484 -2.43212  0.2618
H: -0.33622 3.87653 -0.44822  0.0366
H: -0.14424 1.32719 2.30832  0.2201
H: -0.59799 3.05833 2.09194  0.2586

Results
- HOMO-LUMO gap (eV) = 8.36
- spin multiplicity = 1
- HOMO energy (eV) = -7.51

***

In terms of stability, run 1 leads; the second structure lies 0.2435 hartree higher.